[1]
C41H31BiN10O7S | ωB97M-V with the def2-TZVPD basis set

```
91
C41H31BiN10O7S (ωB97M-V with the def2-TZVPD basis set)
Bi 1.36 1.15 1.16
C 2.81 1.43 -3.38
C 2.78 1.48 -2.00
N 1.63 1.57 -1.35
C 0.50 1.70 -2.06
C 0.57 1.77 -3.45
N 1.70 1.61 -4.10
C -0.77 1.71 -1.33
C -1.94 1.25 -1.91
C -3.09 1.16 -1.13
C -3.03 1.60 0.19
C -1.83 2.08 0.69
N -0.72 2.12 -0.06
C -1.67 2.52 2.08
C -2.75 2.82 2.92
N -2.58 3.18 4.18
C -1.34 3.24 4.64
C -0.26 2.97 3.82
N -0.43 2.63 2.55
C -4.32 0.57 -1.69
C -4.67 0.78 -3.03
C -5.82 0.18 -3.52
N -6.61 -0.59 -2.80
C -6.28 -0.79 -1.53
C -5.16 -0.24 -0.93
H 3.72 1.29 -3.95
H 3.67 1.44 -1.39
H -0.30 1.97 -4.06
H -1.94 0.88 -2.92
H -3.90 1.53 0.81
H -3.78 2.81 2.57
H -1.23 3.51 5.68
H 0.76 3.03 4.17
H -4.08 1.42 -3.66
H -6.11 0.31 -4.56
H -6.95 -1.44 -0.98
H -4.93 -0.46 0.10
O 0.23 0.41 7.06
C -0.87 0.26 6.33
O -1.97 0.49 6.78
C -0.69 -0.21 4.94
C -1.68 -0.77 4.14
N -1.14 -1.01 2.94
N 0.12 -0.62 2.89
C 0.44 -0.14 4.08
C 1.78 0.49 4.32
O 2.27 0.40 5.44
O 2.30 1.14 3.36
H 1.08 0.28 6.55
H -2.70 -1.01 4.39
H -1.54 -1.38 2.08
C -1.62 -4.53 -5.27
C -1.25 -3.82 -4.00
C -0.75 -2.52 -4.02
C -0.36 -1.89 -2.84
C -0.48 -2.57 -1.64
C -0.99 -3.85 -1.61
C -1.37 -4.47 -2.78
S -0.07 -1.77 -0.09
O 0.01 -2.81 0.91
O -1.13 -0.80 0.13
N 1.29 -0.93 -0.25
C 2.50 -1.52 -0.39
C 2.71 -2.72 -1.07
C 3.99 -3.22 -1.27
C 5.10 -2.57 -0.80
C 4.94 -1.38 -0.06
C 6.03 -0.68 0.51
C 5.80 0.42 1.28
C 4.48 0.84 1.49
N 3.46 0.23 0.93
C 3.64 -0.86 0.16
H -1.91 -3.82 -6.04
H -2.43 -5.23 -5.10
H -0.77 -5.10 -5.64
H -0.67 -1.98 -4.96
H 0.04 -0.89 -2.84
H -1.08 -4.34 -0.65
H -1.77 -5.48 -2.76
H 1.86 -3.25 -1.45
H 4.11 -4.14 -1.82
H 6.10 -2.95 -0.97
H 7.03 -1.05 0.34
H 6.61 0.96 1.75
H 4.26 1.66 2.16
C 1.63 4.33 0.65
C 2.55 3.15 0.68
O 3.72 3.20 0.40
H 2.17 5.26 0.51
H 1.07 4.35 1.58
H 0.92 4.17 -0.16
```

Output
ΔE to the lowest compared entry with this formula, charge and spin	121.6	kJ/mol
Kohn-Sham gap	6.068	eV
multiplicity	1
HOMO level	-7.274	eV
E_tot	-3268.11484	Eh

***

[2]
C41H31BrN6O3STi | ωB97M-V with the def2-TZVPD basis set

```
84
C41H31BrN6O3STi (ωB97M-V with the def2-TZVPD basis set)
Ti -1.22 0.66 0.50
Br 4.06 1.98 5.36
C 2.46 1.51 4.46
C 1.88 0.26 4.69
C 0.73 -0.09 4.02
C 0.15 0.77 3.08
O -0.93 0.38 2.42
C 0.72 2.04 2.89
C 0.13 3.01 1.99
N -0.75 2.73 1.10
C -1.30 3.70 0.24
C -0.82 5.00 0.08
C -1.42 5.84 -0.84
C -2.49 5.40 -1.60
C -2.98 4.10 -1.48
C -4.07 3.59 -2.23
C -4.48 2.27 -2.02
C -3.80 1.47 -1.13
N -2.73 1.90 -0.40
C -2.36 3.22 -0.54
C 1.88 2.40 3.59
H 2.34 -0.42 5.39
H 0.27 -1.06 4.18
H 0.47 4.04 2.12
H 0.04 5.35 0.64
H -1.04 6.85 -0.97
H -2.96 6.07 -2.31
H -4.58 4.23 -2.95
H -5.33 1.86 -2.55
H -4.11 0.45 -0.97
H 2.32 3.37 3.42
N -3.07 -0.53 1.39
C -3.47 -1.65 0.59
C -4.46 -2.53 0.95
C -4.79 -3.62 0.12
C -4.14 -3.81 -1.07
C -3.14 -2.90 -1.48
C -2.48 -2.99 -2.73
C -1.59 -2.02 -3.09
C -1.32 -0.98 -2.19
N -1.86 -0.90 -1.00
C -2.80 -1.82 -0.64
H -3.85 0.07 1.64
H -2.58 -0.80 2.23
H -4.98 -2.39 1.88
H -5.56 -4.30 0.43
H -4.39 -4.64 -1.72
H -2.71 -3.81 -3.39
H -1.09 -2.03 -4.05
H -0.64 -0.17 -2.44
C 5.41 -1.04 -4.70
C 4.41 -0.49 -3.72
C 3.16 -1.07 -3.56
C 2.25 -0.57 -2.64
C 2.58 0.53 -1.87
C 3.83 1.12 -2.01
C 4.73 0.61 -2.93
S 1.46 1.19 -0.66
O 0.21 1.61 -1.30
O 2.20 2.21 0.03
N 0.92 -0.02 0.20
C 1.74 -0.82 1.00
C 3.05 -0.55 1.33
C 3.78 -1.43 2.15
C 3.23 -2.57 2.65
C 1.89 -2.88 2.33
C 1.25 -4.04 2.82
C -0.05 -4.28 2.49
C -0.72 -3.36 1.66
N -0.17 -2.27 1.19
C 1.13 -2.02 1.51
H 4.95 -1.80 -5.34
H 6.25 -1.50 -4.17
H 5.81 -0.25 -5.33
H 2.89 -1.94 -4.15
H 1.30 -1.07 -2.51
H 4.08 1.98 -1.40
H 5.70 1.08 -3.03
H 3.51 0.37 0.99
H 4.81 -1.17 2.39
H 3.79 -3.24 3.28
H 1.80 -4.72 3.46
H -0.58 -5.16 2.85
H -1.75 -3.55 1.38
```

Output
ΔE to the lowest compared entry with this formula, charge and spin	71.6	kJ/mol
Kohn-Sham gap (spin up / spin down)	4.059 / 6.587	eV
multiplicity	3
HOMO level (spin up / spin down)	-4.651 / -7.202	eV
E_tot	-5957.09829	Eh

***

[3]
C41H32Cl4N4O6V | ωB97M-V with the def2-TZVPD basis set

```
88
C41H32Cl4N4O6V (ωB97M-V with the def2-TZVPD basis set)
V 0.07 -3.01 0.00
Cl 4.46 -6.46 4.02
C 3.72 -5.22 3.04
C 4.36 -4.02 2.84
Cl 5.91 -3.71 3.56
C 3.75 -3.03 2.04
Cl 4.54 -1.51 1.75
C 2.50 -3.23 1.45
O 1.91 -2.35 0.70
C 1.83 -4.49 1.67
O 0.67 -4.67 1.10
C 2.46 -5.45 2.45
Cl 1.64 -6.97 2.68
C -0.93 0.79 -2.06
C -0.63 0.49 -3.38
C -0.10 -0.74 -3.69
C 0.09 -1.68 -2.68
N -0.24 -1.41 -1.40
C -0.73 -0.20 -1.11
C 0.70 -3.00 -2.91
C 1.13 -3.44 -4.16
C 1.72 -4.68 -4.27
C 1.87 -5.46 -3.13
C 1.42 -4.97 -1.93
N 0.85 -3.76 -1.82
H -1.27 1.77 -1.73
H -0.76 1.24 -4.15
H 0.17 -0.97 -4.71
H -0.93 0.00 -0.06
H 1.02 -2.81 -5.03
H 2.07 -5.04 -5.23
H 2.34 -6.44 -3.17
H 1.49 -5.52 -1.00
C -2.46 -1.23 3.12
C -2.13 -2.09 1.93
O -0.95 -2.08 1.57
C -3.17 -2.87 1.28
C -4.48 -2.83 1.81
C -5.52 -3.54 1.28
C -5.27 -4.35 0.15
C -4.03 -4.42 -0.40
C -2.91 -3.69 0.13
O -1.79 -3.80 -0.46
H -1.56 -0.72 3.43
H -2.84 -1.84 3.95
H -3.23 -0.49 2.87
H -4.67 -2.22 2.68
H -6.51 -3.49 1.71
H -6.08 -4.92 -0.29
H -3.82 -5.03 -1.27
C -1.36 7.41 4.59
C -1.15 6.39 3.49
C -1.55 5.07 3.65
C -1.37 4.13 2.65
C -1.79 2.70 2.88
C -0.80 4.52 1.43
C -0.40 5.84 1.25
C 0.22 6.29 -0.05
C -0.57 6.76 2.28
C -0.63 3.50 0.31
O -1.19 3.77 -0.78
O 0.02 2.47 0.59
H -1.51 6.92 5.55
H -2.24 8.03 4.39
H -0.50 8.08 4.68
H -1.99 4.76 4.59
H -2.33 2.60 3.82
H -0.92 2.04 2.88
H -2.44 2.35 2.07
H 1.10 5.68 -0.29
H 0.54 7.33 0.02
H -0.48 6.17 -0.87
H -0.24 7.78 2.14
N 2.15 1.25 -1.11
C 2.81 0.08 -1.34
N 3.35 0.01 -2.54
C 2.97 1.19 -3.15
C 3.19 1.64 -4.45
C 2.62 2.84 -4.83
C 1.82 3.59 -3.95
C 1.59 3.16 -2.65
C 2.20 1.97 -2.27
H 1.52 1.48 -0.33
H 2.85 -0.71 -0.60
H 3.79 1.06 -5.14
H 2.77 3.22 -5.84
H 1.36 4.51 -4.29
H 0.92 3.68 -1.98
```

Output
total charge	-2
ΔE to the lowest compared entry with this formula, charge and spin	0.0	kJ/mol
Kohn-Sham gap (spin up / spin down)	5.230 / 6.058	eV
multiplicity	4
HOMO level (spin up / spin down)	-1.194 / -2.022	eV
E_tot	-5037.15621	Eh

***

Which value of multiplicity does entry 1 give? 1